[1]
Here is one molecule with the formula C20H25N5O3 at a distorted geometry from the OMol25 dataset. Energies are from the ωB97M-V functional and the def2-TZVPD basis.

orbital gap = 9.70 eV
E_LUMO = 0.4307 eV
SMILES = O=C(NNC(=O)c1ccc(Cn2cccn2)o1)N[C@]12C[C@H]3C[C@H](C[C@H](C3)C1)C2
HOMO energy = -9.27 eV
energy above the lowest of the compared OMol25 structures with the same formula, charge and spin = 46.4 kcal/mol

Geometry (Å):
1 O -2.1675 2.6347 -1.8354
2 C -1.1625 2.0719 -1.4631
3 N 0.0833 2.6301 -1.7768
4 N 1.2520 2.2404 -1.1403
5 C 1.5267 2.5509 0.1620
6 O 0.7481 3.1292 0.8885
7 C 2.8522 2.0878 0.6000
8 C 3.4492 2.1831 1.8307
9 C 4.7167 1.5780 1.6996
10 C 4.8117 1.1626 0.4001
11 C 5.8786 0.4094 -0.3297
12 N 5.5091 -0.9763 -0.4823
13 C 5.5219 -1.9403 0.4623
14 C 5.0183 -3.0764 -0.1246
15 C 4.7179 -2.6879 -1.4380
16 N 5.0150 -1.4190 -1.6337
17 O 3.6845 1.4663 -0.2699
18 N -1.0992 0.8738 -0.8467
19 C -2.2640 0.1530 -0.3385
20 C -1.7678 -1.1110 0.3638
21 C -2.9631 -1.8986 0.9010
22 C -3.7358 -1.0363 1.8978
23 C -4.2323 0.2271 1.1958
24 C -5.1498 -0.1575 0.0362
25 C -4.3764 -1.0233 -0.9570
26 C -3.8805 -2.2881 -0.2570
27 C -3.1840 -0.2371 -1.4986
28 C -3.0408 1.0177 0.6597
29 H 0.0113 3.6199 -1.9917
30 H 1.9485 1.7794 -1.7129
31 H 3.0213 2.6294 2.7040
32 H 5.4607 1.4724 2.4620
33 H 6.8206 0.4847 0.2189
34 H 5.9972 0.8147 -1.3381
35 H 5.8837 -1.7526 1.4530
36 H 4.8879 -4.0414 0.3195
37 H 4.3075 -3.2766 -2.2338
38 H -0.2015 0.5713 -0.5034
39 H -1.2022 -1.7263 -0.3410
40 H -1.1041 -0.8374 1.1889
41 H -2.6010 -2.8038 1.4024
42 H -4.5830 -1.5998 2.2950
43 H -3.0900 -0.7668 2.7367
44 H -4.7847 0.8478 1.9095
45 H -6.0165 -0.7060 0.4125
46 H -5.5102 0.7435 -0.4631
47 H -5.0325 -1.3005 -1.7893
48 H -3.3388 -2.9188 -0.9658
49 H -4.7292 -2.8622 0.1211
50 H -2.6257 -0.8410 -2.2179
51 H -3.5200 0.6686 -2.0029
52 H -2.3790 1.3157 1.4766
53 H -3.3816 1.9214 0.1540

=====

[2]
Here is C20H25N8Ni2O9 as an isolated structure at a distorted geometry from the OMol25 dataset. Energies are from the ωB97M-V functional and the def2-TZVPD basis.

orbital gap (spin up / spin down) = 4.06 / 2.97 eV
E_LUMO (spin up / spin down) = -5.6826 / -6.7797 eV
multiplicity = 5
total charge = +1
HOMO energy (spin up / spin down) = -9.75 / -9.75 eV
expectation value of S² = 6.0105
energy above the lowest of the compared OMol25 structures with the same formula, charge and spin = 0.0 kcal/mol

Geometry (Å):
1 Ni 1.6486 -0.9971 3.9070
2 Ni 3.9228 -1.7406 0.1351
3 N 1.1061 -0.2205 0.7431
4 O 1.1792 -0.3664 1.9861
5 O 2.0032 -0.7288 0.0196
6 O 0.2524 0.4458 0.2074
7 N 4.3084 0.0886 2.9168
8 O 3.3156 0.3177 3.6682
9 O 5.4428 0.0736 3.3828
10 O 4.0946 -0.4539 1.7958
11 N 2.5616 -3.6133 2.3545
12 O 1.8382 -2.9261 3.1088
13 O 3.1826 -4.5945 2.7226
14 O 2.8432 -3.0686 1.2419
15 N -2.3297 2.6956 -4.6141
16 C -1.4470 2.0023 -3.8565
17 C -2.0369 1.5703 -2.7024
18 C -3.3877 1.9948 -2.8056
19 C -3.5636 2.6183 -4.0077
20 H -2.1630 3.1929 -5.4682
21 H -0.4165 1.9102 -4.1649
22 H -1.6050 1.0011 -1.8977
23 H -4.1629 1.6938 -2.1170
24 H -4.4193 2.9831 -4.5510
25 N -4.8099 -0.7350 1.0891
26 C -3.7192 -0.1659 0.4574
27 C -3.0968 0.6903 1.3354
28 C -3.8406 0.6957 2.5349
29 C -4.8481 -0.2149 2.3659
30 H -5.5167 -1.3118 0.6739
31 H -3.4232 -0.4021 -0.5522
32 H -2.1884 1.2564 1.1999
33 H -3.7858 1.2660 3.4487
34 H -5.6787 -0.4808 3.0010
35 N 2.6959 2.8539 -2.7644
36 C 1.9662 1.6997 -2.9366
37 C 2.6414 1.0060 -3.9308
38 C 3.8449 1.6736 -4.2565
39 C 3.8451 2.8103 -3.4757
40 H 2.5617 3.5285 -2.0312
41 H 1.0781 1.4911 -2.3664
42 H 2.2972 0.0691 -4.3431
43 H 4.5877 1.3669 -4.9719
44 H 4.5650 3.5978 -3.3179
45 N 1.1327 0.6258 5.8464
46 C 0.5272 0.9965 4.6810
47 C -0.4894 0.1473 4.3610
48 C -0.4270 -0.9365 5.2732
49 C 0.6869 -0.6613 6.0894
50 H 1.8406 1.1367 6.3507
51 H 0.7933 1.9430 4.2355
52 H -1.2088 0.2836 3.5672
53 H -1.0993 -1.7743 5.3559
54 H 0.9955 -1.2925 6.9087
55 N -0.4673 -1.5856 -1.8870
56 C -0.6623 -2.8921 -1.5249
57 C -0.5636 -3.7053 -2.6401
58 C -0.2213 -2.8250 -3.6867
59 C -0.1051 -1.5305 -3.2168
60 H -0.3995 -0.8423 -1.2130
61 H -0.9739 -3.1810 -0.5331
62 H -0.6776 -4.7745 -2.6694
63 H -0.1371 -3.0929 -4.7296
64 H 0.1121 -0.6122 -3.7327

=====

[3]
Here is one molecule with the formula C20H25NO7S from the OMol25 dataset. Energies are from the ωB97M-V functional and the def2-TZVPD basis.

orbital gap = 8.40 eV
E_LUMO = 0.5677 eV
SMILES = COc1cc(C(=O)N(Cc2ccc(C)o2)[C@@H]2CCS(=O)(=O)C2)cc(OC)c1OC
HOMO energy = -7.83 eV
energy above the lowest of the compared OMol25 structures with the same formula, charge and spin = 99.2 kcal/mol

Geometry (Å):
1 C 0.4902 4.4231 -0.6060
2 O 1.5203 3.4865 -0.8048
3 C 1.3349 2.2097 -0.3422
4 C 0.1760 1.7961 0.3020
5 C 0.0040 0.4670 0.6561
6 C -1.2418 0.0575 1.3570
7 O -1.6667 0.6881 2.3093
8 N -1.8318 -1.0819 0.8786
9 C -1.7065 -1.4363 -0.5362
10 C -1.5210 -0.2492 -1.4248
11 C -2.3061 0.8406 -1.6599
12 C -1.6049 1.6346 -2.6004
13 C -0.4479 0.9691 -2.8814
14 C 0.6885 1.2918 -3.7811
15 O -0.4007 -0.1804 -2.1769
16 C -2.8018 -1.8640 1.6404
17 C -2.6463 -1.6994 3.1637
18 C -1.2794 -2.2255 3.5515
19 S -1.0280 -3.6116 2.3927
20 O 0.1166 -3.3806 1.5497
21 O -1.0789 -4.8733 3.0780
22 C -2.5582 -3.3524 1.4241
23 C 1.0185 -0.4596 0.4477
24 C 2.1999 -0.0519 -0.1508
25 O 3.2578 -0.8675 -0.3914
26 C 3.1290 -2.2337 -0.0713
27 C 2.3662 1.2856 -0.5652
28 O 3.5402 1.5519 -1.2151
29 C 4.1584 2.8077 -1.0346
30 H 0.8477 5.3475 -1.0579
31 H 0.2966 4.5922 0.4577
32 H -0.4345 4.1101 -1.1005
33 H -0.6290 2.4832 0.5008
34 H -2.6403 -1.9308 -0.8262
35 H -0.8700 -2.1239 -0.6973
36 H -3.2536 1.0585 -1.2106
37 H -1.9248 2.5689 -3.0150
38 H 1.6243 1.2561 -3.2254
39 H 0.5552 2.2839 -4.2014
40 H 0.7528 0.5664 -4.5915
41 H -3.8229 -1.5820 1.3395
42 H -2.7601 -0.6558 3.4529
43 H -3.4285 -2.2909 3.6428
44 H -0.4926 -1.4971 3.3826
45 H -1.2336 -2.6127 4.5630
46 H -3.3391 -3.9574 1.8740
47 H -2.3801 -3.6652 0.4039
48 H 0.8851 -1.4786 0.7720
49 H 4.0730 -2.6904 -0.3643
50 H 2.3095 -2.7019 -0.6238
51 H 2.9643 -2.3901 0.9986
52 H 5.1916 2.6690 -1.3530
53 H 4.1399 3.1155 0.0138
54 H 3.6885 3.5835 -1.6434

=====

[4]
Here is an isolated ion of composition C20H26BrN2O3 and charge +1 at a distorted geometry from the OMol25 dataset. Energies are from the ωB97M-V functional and the def2-TZVPD basis.

orbital gap = 8.59 eV
E_LUMO = -2.6757 eV
SMILES = COc1cc(C[NH2+]CC(C)C)cc(Br)c1OCC(=O)Nc1ccccc1
total charge = +1
HOMO energy = -11.27 eV
energy above the lowest of the compared OMol25 structures with the same formula, charge and spin = 0.9 kcal/mol

Geometry (Å):
1 C -0.4730 -4.3366 -1.5926
2 O -1.5381 -3.4998 -1.1909
3 C -1.3719 -2.6708 -0.1522
4 C -0.2085 -2.5532 0.6011
5 C -0.1326 -1.6609 1.6635
6 C 1.1925 -1.3487 2.2985
7 N 1.5512 0.0646 1.9515
8 C 1.6513 0.3771 0.4903
9 C 3.0970 0.3651 -0.0149
10 C 3.7376 -1.0191 0.0491
11 C 3.9521 1.3964 0.7212
12 C -1.2477 -0.9323 2.0473
13 C -2.3892 -1.0050 1.2674
14 Br -3.8643 0.1201 1.6397
15 C -2.4520 -1.8055 0.1361
16 O -3.5083 -1.6472 -0.7124
17 C -3.1035 -1.2188 -2.0164
18 C -2.0646 -0.1058 -1.8175
19 O -0.8687 -0.3403 -1.8233
20 N -2.6173 1.0780 -1.4833
21 C -1.9572 2.2404 -1.0504
22 C -0.6147 2.4768 -1.3254
23 C -0.0149 3.6358 -0.8612
24 C -0.7396 4.5614 -0.1299
25 C -2.0806 4.3290 0.1324
26 C -2.6899 3.1761 -0.3247
27 H -0.1677 -5.0085 -0.7862
28 H -0.8633 -4.9244 -2.4209
29 H 0.3810 -3.7470 -1.9372
30 H 0.6576 -3.1403 0.3429
31 H 1.1450 -1.4266 3.3873
32 H 1.9669 -2.0162 1.9238
33 H 2.4523 0.3245 2.3743
34 H 0.8211 0.6581 2.3570
35 H 1.2287 1.3707 0.3267
36 H 1.0364 -0.3315 -0.0680
37 H 3.0353 0.6595 -1.0661
38 H 4.6845 -1.0073 -0.4829
39 H 3.1011 -1.7608 -0.4259
40 H 3.9482 -1.3237 1.0726
41 H 4.9115 1.4981 0.2226
42 H 4.1645 1.1020 1.7501
43 H 3.4743 2.3732 0.7246
44 H -1.2351 -0.2774 2.9053
45 H -4.0116 -0.8724 -2.5103
46 H -2.6592 -2.0454 -2.5782
47 H -3.6259 1.1143 -1.4023
48 H -0.0565 1.7680 -1.9140
49 H 1.0239 3.8237 -1.0921
50 H -0.2673 5.4654 0.2217
51 H -2.6562 5.0505 0.6906
52 H -3.7345 2.9968 -0.1184

=====

[5]
Here is C20H26Cl2InN4O7 as an isolated structure from the OMol25 dataset. Energies are from the ωB97M-V functional and the def2-TZVPD basis.

orbital gap = 5.29 eV
E_LUMO = -0.2390 eV
total charge = -1
HOMO energy = -5.53 eV

Geometry (Å):
1 C 2.7157 -0.0624 3.4630
2 C 2.3751 0.4883 2.1008
3 Cl 2.3561 2.2581 2.0780
4 C 2.1284 -0.2475 1.0233
5 Cl 1.7531 0.5663 -0.4700
6 In 2.2624 -2.4827 1.0274
7 C 1.8462 -3.3771 2.9758
8 C 1.9513 -4.9034 2.9529
9 C 1.4083 -5.5388 4.2133
10 O 1.4638 -6.9663 4.1118
11 C 4.1178 -3.1917 0.1085
12 C 4.1119 -3.1884 -1.4212
13 N 3.0982 -4.0648 -2.0051
14 N 5.4058 -3.7115 -1.8841
15 N 3.8323 -1.8173 -1.8814
16 O 0.6282 -3.2669 -0.1534
17 N -0.0621 -2.3706 -0.8082
18 O -0.9191 -2.8396 -1.5140
19 H 1.9714 -0.7893 3.7856
20 H 3.6875 -0.5611 3.4512
21 H 2.7540 0.7351 4.2007
22 H 0.8418 -3.0714 3.2920
23 H 2.5439 -2.9753 3.7175
24 H 3.0012 -5.1952 2.8506
25 H 1.4193 -5.3282 2.0957
26 H 1.9902 -5.1936 5.0767
27 H 0.3695 -5.2252 4.3722
28 H 1.5982 -7.3408 4.9837
29 H 4.4067 -4.1877 0.4560
30 H 4.8877 -2.4917 0.4561
31 H 2.2253 -3.5607 -2.1081
32 H 2.8922 -4.8218 -1.3633
33 H 6.1566 -3.0884 -1.6071
34 H 5.3791 -3.7777 -2.8972
35 H 4.6747 -1.3745 -2.2241
36 H 3.1619 -1.8055 -2.6407
37 C -0.8373 3.9997 1.1584
38 C -0.4401 3.5346 -0.0246
39 C -0.9335 4.1456 -1.2839
40 O -0.5900 3.7369 -2.3735
41 C -1.8887 5.2810 -1.1766
42 C -2.2923 5.7303 0.0075
43 C -1.7901 5.1293 1.2697
44 O -2.1576 5.5523 2.3477
45 H -0.4872 3.5702 2.0889
46 H 0.2369 2.6919 -0.1106
47 H -2.2435 5.6991 -2.1100
48 H -2.9994 6.5439 0.1117
49 C -6.9012 5.4697 -3.1944
50 C -7.8157 4.5914 -3.5936
51 C -7.4881 3.1483 -3.7413
52 O -8.3272 2.3549 -4.1089
53 C -6.1015 2.7230 -3.4244
54 C -5.1854 3.6012 -3.0257
55 C -5.5145 5.0422 -2.8795
56 O -4.6784 5.8402 -2.5142
57 H -7.1103 6.5255 -3.0777
58 H -8.8344 4.8709 -3.8306
59 H -5.8894 1.6676 -3.5384
60 H -4.1662 3.3196 -2.7910

=====

[6]
Here is a 2-piece molecular cluster, C20H26ClNO8P overall from the OMol25 dataset. Energies are from the ωB97M-V functional and the def2-TZVPD basis.

orbital gap = 6.82 eV
E_LUMO = 0.6869 eV
total charge = -1
HOMO energy = -6.13 eV

Geometry (Å):
1 C -2.2663 -1.2877 2.7506
2 C -1.7175 -0.1980 1.8312
3 O -2.3085 -0.2356 0.5254
4 C -3.3769 0.6052 0.3499
5 O -4.2672 0.6588 1.1556
6 C -3.3490 1.3850 -0.9388
7 C -2.0727 1.2708 -1.7592
8 C -0.8665 1.9737 -1.1143
9 C 0.2650 1.1044 -0.6150
10 C 1.0783 1.5811 0.4166
11 C 2.0821 0.7791 0.9312
12 C 2.3319 -0.5026 0.4223
13 C 1.5662 -0.9867 -0.6463
14 P 1.8058 -2.6748 -1.3153
15 C 3.3685 -2.6335 -2.2972
16 C 0.5392 -2.7614 -2.6450
17 C -0.8797 -2.9955 -2.0752
18 C 0.5422 -0.1601 -1.1308
19 C 3.3806 -1.3073 1.0975
20 O 4.0666 -2.1268 0.5251
21 C 3.5469 -1.0389 2.5541
22 C 3.3141 0.1805 3.0488
23 C 3.4247 0.5063 4.5214
24 N 2.3695 -0.1442 5.3316
25 C 2.9019 1.2517 2.0857
26 O 3.2293 2.4048 2.2437
27 H -1.4790 -1.6937 3.3893
28 H -3.0632 -0.9102 3.3893
29 H -2.6618 -2.0953 2.1360
30 H -0.6461 -0.3411 1.6840
31 H -1.8691 0.7924 2.2642
32 H -3.5752 2.4300 -0.7219
33 H -4.1912 1.0192 -1.5337
34 H -1.8809 0.2228 -1.9886
35 H -2.2805 1.7677 -2.7046
36 H -1.2126 2.5388 -0.2427
37 H -0.4603 2.7083 -1.8134
38 H 0.9177 2.5598 0.8531
39 H 4.1188 -3.2077 -1.7607
40 H 3.1626 -3.1255 -3.2502
41 H 3.7348 -1.6249 -2.4833
42 H 0.5607 -1.8677 -3.2737
43 H 0.8406 -3.5975 -3.2775
44 H -0.9049 -2.7829 -1.0041
45 H -1.5881 -2.3085 -2.5389
46 H -1.2003 -4.0218 -2.2381
47 H -0.0810 -0.5289 -1.9281
48 H 3.8604 -1.8507 3.2017
49 H 3.3440 1.5825 4.6568
50 H 4.3847 0.1430 4.8851
51 H 1.5706 -0.3624 4.7453
52 H 2.7036 -1.0466 5.6495
53 O -5.4495 3.5978 -3.9821
54 Cl -4.1683 4.1966 -4.2745
55 O -4.0867 5.5029 -3.6671
56 O -3.9891 4.3038 -5.7014
57 O -3.1193 3.3513 -3.7234